Entry 1:
DFT (the ωB97M-V functional and the def2-TZVPD basis) results for a molecular structure, C34H29N6O6SV in a non-equilibrium geometry.

HOMO energy (spin up / spin down) = -0.496 / -0.496 Eh
maximum force = 1.3 eV Å⁻¹
charge = +2
gap between HOMO and LUMO (spin up / spin down) = 6.12 / 6.11 eV
calculated total energy = -93461.289 eV

Last column: natural (NBO) charge in e.
Cartesian coordinates (Å):
V -0.125187 0.595061 -0.381880  1.1508
O -0.696490 -2.073433 3.060375  -0.6527
C -1.907539 -2.372282 2.543436  0.3647
C -2.522618 -3.518660 3.037434  -0.2678
C -3.758093 -3.902654 2.560660  -0.1180
C -4.413890 -3.161866 1.570519  -0.2442
C -3.806928 -2.042745 1.060141  -0.1396
C -2.543506 -1.626893 1.530393  -0.2205
C -1.906416 -0.462433 0.947145  0.5783
O -0.743186 -0.023848 1.372366  -0.6113
N -2.511566 0.144856 -0.099899  -0.3125
N -1.877882 1.295237 -0.450090  -0.2147
C -2.409779 2.447099 -0.724625  0.1795
C -1.609924 3.609969 -0.611828  -0.1677
C -2.088674 4.902368 -0.915749  -0.1512
C -1.437750 6.000805 -0.431795  -0.2223
C -0.325319 5.832706 0.414776  -0.1138
C 0.156719 4.584807 0.736818  -0.2698
C -0.442170 3.453452 0.175113  0.3561
O 0.062399 2.247259 0.405425  -0.5211
H -0.413440 -1.200342 2.756797  0.5055
H -2.014973 -4.078882 3.812703  0.2460
H -4.229450 -4.788707 2.968668  0.2376
H -5.391379 -3.464673 1.218045  0.2387
H -4.289587 -1.459592 0.287523  0.2395
H -3.485918 2.494076 -0.863507  0.2509
H -2.979978 5.008661 -1.524086  0.2389
H -1.795373 6.994314 -0.666501  0.2477
H 0.162792 6.705511 0.830493  0.2446
H 1.003948 4.449878 1.398014  0.2452
O -1.646790 0.952376 -4.291257  -0.8471
S -0.513083 0.487921 -3.578940  2.3255
O 0.373620 1.786209 -3.291500  -0.6881
N -0.749597 -0.140096 -2.164938  -0.8974
C -1.089304 -1.533059 -2.073010  0.2042
C -1.996719 -2.198740 -2.841288  -0.2315
C -2.217761 -3.579947 -2.619172  -0.1619
C -1.535464 -4.256933 -1.651751  -0.1686
C -0.576941 -3.580434 -0.855440  -0.0803
C 0.218654 -4.188469 0.143235  -0.0639
C 1.142823 -3.446020 0.827430  -0.2454
C 1.253762 -2.073445 0.571955  0.1261
N 0.515486 -1.462875 -0.336322  -0.4423
C -0.368573 -2.212264 -1.066804  0.1270
C 0.465188 -0.567136 -4.538693  -0.3324
C 1.517659 -1.252805 -3.929294  -0.2101
C 2.270427 -2.103461 -4.715262  -0.1863
C 1.963434 -2.258565 -6.065813  -0.1352
C 0.910726 -1.564630 -6.648296  -0.1966
C 0.141064 -0.704231 -5.884086  -0.1629
H -2.554823 -1.671902 -3.607188  0.2456
H -2.949108 -4.097426 -3.227065  0.2454
H -1.712384 -5.312833 -1.482448  0.2432
H 0.091744 -5.244043 0.358511  0.2460
H 1.766525 -3.890440 1.590219  0.2579
H 1.942329 -1.460296 1.137625  0.2243
H 1.740548 -1.116088 -2.877998  0.2391
H 3.093860 -2.651008 -4.276821  0.2410
H 2.555120 -2.932634 -6.672179  0.2452
H 0.685791 -1.694197 -7.698989  0.2492
H -0.690677 -0.155750 -6.308907  0.2578
N 1.304934 1.014465 -1.297747  -0.5163
C 1.327400 1.882357 -2.258191  0.7669
N 2.133349 2.897899 -2.428995  -0.3473
C 1.866152 3.945632 -3.450129  -0.2477
C 3.110115 4.775493 -3.700615  -0.0849
O 3.694342 5.209279 -2.491187  -0.4963
C 4.180068 4.097427 -1.769143  -0.0856
C 3.030185 3.234728 -1.294710  -0.2451
H 1.052518 4.578900 -3.088859  0.2198
H 1.558045 3.473841 -4.377974  0.2374
H 2.828844 5.658977 -4.266708  0.2278
H 3.836747 4.200545 -4.286582  0.1818
H 4.716521 4.474149 -0.902867  0.2260
H 4.873444 3.516974 -2.387815  0.1823
H 2.450957 3.776552 -0.546141  0.2180
H 3.395146 2.308728 -0.858427  0.2382

Forces on atoms 1 to 6 (eV/Å):
V 0.1996 -0.2001 0.3198
O -0.1933 -0.0564 0.0912
C 0.2391 0.0144 -0.0443
C -0.0806 -0.1052 0.0481
C 0.0199 -0.0192 0.0241
C -0.0127 -0.0073 -0.0168


Entry 2:
DFT (the ωB97M-V functional and the def2-TZVPD basis) results for C9H14O2 in the gas phase in a non-equilibrium geometry.

SMILES string = C=C1CC(CC)(CC)OC1=O
HOMO energy = -0.374 Eh
energy relative to the best compared isomer or geometry (same formula, charge and spin) = 51.1 kJ/mol
maximum force = 1.5 eV Å⁻¹
gap between HOMO and LUMO = 10.74 eV
calculated total energy = -13655.127 eV

Last column: natural (NBO) charge in e.
Cartesian coordinates (Å):
C -2.827668 -0.696088 0.961889  -0.2989
C -1.631908 -0.466698 0.444686  -0.1412
C -0.296484 -0.186375 1.084716  -0.4823
C 0.609564 0.136853 -0.140292  0.2860
C 1.864307 -0.720169 -0.161411  -0.4176
C 1.598138 -2.209963 -0.250850  -0.6160
C 0.943925 1.634865 -0.304175  -0.4111
C -0.276525 2.552679 -0.342419  -0.6195
O -0.162064 -0.210485 -1.301870  -0.5153
C -1.461608 -0.499164 -1.026145  0.7592
O -2.247709 -0.744364 -1.874954  -0.5570
H -2.983063 -0.600983 2.010039  0.1983
H -3.667430 -0.839017 0.271923  0.2280
H 0.114148 -1.015108 1.675499  0.2333
H -0.377978 0.669175 1.780379  0.2298
H 2.454012 -0.474762 0.743393  0.2082
H 2.420677 -0.426478 -1.038523  0.2139
H 2.526654 -2.776897 -0.401102  0.2192
H 0.929410 -2.470216 -1.105773  0.2230
H 1.128298 -2.589219 0.653728  0.1982
H 1.617518 1.903816 0.539034  0.2052
H 1.488074 1.702587 -1.274183  0.2153
H -0.857047 2.378039 0.571663  0.1982
H 0.011609 3.630088 -0.310792  0.2218
H -0.916846 2.317888 -1.204448  0.2211

Forces on atoms 1 to 6 (eV/Å):
C -0.0656 0.5060 -0.7555
C 0.0200 -0.4350 0.3176
C -0.1893 0.6502 0.1062
C -0.2359 0.3578 0.3951
C 0.0434 0.0985 0.2815
C -0.3031 -0.6405 -0.5321


Entry 3:
DFT (the ωB97M-V functional and the def2-TZVPD basis) results for a molecular structure, C14H26Cl2O2Os in a non-equilibrium geometry.

2S+1 = 5
HOMO energy (spin up / spin down) = 0.066 / -0.016 Eh
energy relative to the best compared isomer or geometry (same formula, charge and spin) = 119.8 kJ/mol
maximum force = 5.8 eV Å⁻¹
charge = -2
gap between HOMO and LUMO (spin up / spin down) = 3.26 / 5.47 eV
calculated total energy = -46541.858 eV

Last column: natural (NBO) charge in e.
Cartesian coordinates (Å):
C 1.866606 0.709122 -1.206462  -0.0498
C 0.652557 1.413909 -1.492568  -0.1066
C -0.357946 0.416400 -1.816975  -0.1801
C 0.558676 2.892661 -1.765436  -0.6400
C 0.302773 -0.846266 -1.851911  -0.0202
C 1.651190 -0.677022 -1.472925  -0.0602
C 2.686746 -1.711407 -1.445094  -0.6253
C 3.168212 1.346932 -0.902241  -0.6333
C -1.711443 0.679928 -2.408302  -0.6299
C -0.314548 -2.079810 -2.393365  -0.6313
Os 0.005214 0.330586 0.378937  1.1921
Cl -1.426208 2.069279 0.210744  -0.5053
Cl 0.915878 2.041751 1.684341  -0.5713
O -0.106099 -1.681619 0.506813  -1.0585
H 1.361691 3.431621 -1.268872  0.2128
H -0.386349 3.310312 -1.378029  0.2496
H 0.565796 3.143031 -2.843804  0.1714
H -2.135185 1.588666 -1.980467  0.2493
H -2.393984 -0.128591 -2.159103  0.1946
H -1.694553 0.795621 -3.500630  0.1734
H -1.396105 -2.108286 -2.245566  0.1968
H 0.084779 -2.961224 -1.880446  0.2121
H -0.151248 -2.232650 -3.472280  0.1825
H 2.264268 -2.697225 -1.292151  0.2021
H 3.427862 -1.507708 -0.677369  0.2322
H 3.221163 -1.748044 -2.390238  0.1720
H 3.047511 2.340741 -0.445264  0.2266
H 3.783667 1.475946 -1.813582  0.1692
H 3.750832 0.703867 -0.224340  0.2365
H -0.871190 -2.094912 0.078904  0.4253
O 1.917448 -0.539807 1.479234  -1.1334
H 1.692334 -1.476653 1.300260  0.4294
C -2.920421 0.188512 3.461471  -0.5832
C -1.483444 0.070278 2.977572  -0.2905
C -0.768658 -1.159367 3.513608  -0.6050
C -1.647271 -0.081051 1.520302  -0.5679
H -3.519625 -0.673862 3.150465  0.1797
H -3.374848 1.086507 3.043691  0.2047
H -2.966253 0.243103 4.538077  0.1682
H -0.908797 0.967914 3.183429  0.2374
H -1.270582 -2.079690 3.217395  0.1802
H 0.257282 -1.181860 3.153619  0.2691
H -0.743195 -1.137596 4.592485  0.1590
H -2.126322 -1.043519 1.224961  0.1634
H -2.508213 0.601482 1.111108  0.2024

Forces on atoms 1 to 6 (eV/Å):
C -0.4688 -0.4183 -1.4961
C 0.4316 -0.1680 -1.1533
C 0.9600 0.1217 -1.8524
C -0.5477 0.1963 -0.0057
C 0.5629 0.6320 -1.6174
C -0.3915 1.2924 -0.7340


Entry 4:
DFT (the ωB97M-V functional and the def2-TZVPD basis) results for a molecular structure, C19H14NO4RhTe.

HOMO energy = -0.583 Eh
energy relative to the best compared isomer or geometry (same formula, charge and spin) = 0.0 kJ/mol
maximum force = 0.1 eV Å⁻¹
charge = +2
gap between HOMO and LUMO = 6.97 eV
calculated total energy = -39895.741 eV

Last column: natural (NBO) charge in e.
Cartesian coordinates (Å):
Rh 0.262962 -1.359495 -0.465391  0.8058
O -1.882148 1.299769 -2.805131  -0.5895
C -1.078882 0.502219 -2.170584  0.8113
O -1.384403 -0.101914 -1.132799  -0.6214
C 0.268450 0.330502 -2.780315  0.0487
C 0.765440 0.867195 -3.947654  -0.1389
C 2.054651 0.489336 -4.340653  -0.1162
C 2.790292 -0.412357 -3.585014  -0.1406
C 2.221022 -0.913605 -2.422046  0.1198
N 1.011788 -0.518007 -2.059162  -0.3801
C 2.820876 -1.944045 -1.479952  0.7300
O 3.918929 -2.375565 -1.628875  -0.4693
O 1.980447 -2.323695 -0.501712  -0.6829
H -2.759876 1.338046 -2.384449  0.5345
H 0.168794 1.547592 -4.539280  0.2728
H 2.472152 0.895428 -5.252182  0.2674
H 3.779993 -0.741901 -3.872927  0.2839
Te 1.269314 -0.383545 1.624002  1.3531
C 0.458083 1.492471 1.953893  -0.3911
C -0.770117 1.923920 1.452309  -0.2391
C -1.201290 3.200890 1.764638  -0.1800
C -0.416027 4.031562 2.560052  -0.1358
C 0.809037 3.597708 3.044794  -0.2013
C 1.260118 2.322508 2.738920  -0.1423
C -0.385164 -1.634452 1.828521  -0.3578
C -1.661601 -1.190820 2.225199  -0.2289
C -2.733471 -2.036411 2.066936  -0.1424
C -2.564732 -3.309413 1.498015  -0.1379
C -1.313597 -3.760156 1.136002  -0.1981
C -0.192103 -2.933871 1.312356  -0.2280
H -1.378786 1.278657 0.832861  0.2303
H -2.153385 3.554286 1.392230  0.2401
H -0.764568 5.027016 2.800191  0.2498
H 1.415246 4.247841 3.660216  0.2530
H 2.219697 1.989880 3.118436  0.2283
H -1.790358 -0.213469 2.670448  0.2522
H -3.717033 -1.721267 2.388993  0.2528
H -3.424303 -3.955133 1.376906  0.2555
H -1.176214 -4.762883 0.754265  0.2594
H 0.800766 -3.344822 1.167943  0.2726

Forces on atoms 1 to 6 (eV/Å):
Rh 0.0152 -0.0772 -0.0513
O -0.0019 -0.0137 0.0146
C 0.0077 0.0303 0.0087
O 0.0201 0.0176 -0.0360
C -0.0147 -0.0188 0.0144
C -0.0036 -0.0046 -0.0021